# 1
2 unconnected molecules or ions with the total composition C11H21N2Si, computed with ωB97M-V with the def2-TZVPD basis set.

The value obtained for the HOMO-LUMO gap is 9.1174 eV. Its maximum force is 0.8 eV/A. Its energy above the lowest of the compared OMol25 structures with the same formula, charge and spin is 80.3 kJ/mol. The calculated total energy is -830.454575 a.u.

Structure (ORCA input):
```
! RIJCOSX wB97M-V def2-TZVPD def2/J DEFGRID3
* xyz 1 1
Si -3.136 0.543 0.373
N -1.864 -0.712 -0.112
N 0.963 2.306 0.054
C 0.225 3.551 0.057
C 0.348 1.183 0.149
C 1.107 -0.074 0.133
C 1.365 -0.750 1.330
C 1.374 -0.721 -1.077
C 1.890 -2.005 -1.086
C 2.400 2.493 -0.072
C -2.031 -1.215 -1.478
C 1.890 -2.027 1.311
C -1.755 -1.824 0.834
C 2.143 -2.664 0.105
H 1.166 -0.252 2.268
H -1.633 -1.446 1.845
H 1.185 -0.205 -2.008
H -1.231 -1.912 -1.726
H -2.669 0.962 1.686
H 2.625 2.991 -1.016
H -2.652 -2.437 0.793
H 2.766 3.117 0.744
H -2.993 1.540 -0.679
H 0.602 4.203 0.845
H -0.894 -2.445 0.593
H 2.097 -2.489 -2.028
H -0.968 -0.149 -0.067
H 0.350 4.064 -0.898
H 2.542 -3.666 0.096
H -0.830 3.350 0.226
H -4.398 -0.186 0.364
H 2.104 -2.531 2.242
H 2.907 1.531 -0.044
H -2.985 -1.732 -1.570
H -2.009 -0.391 -2.185
*
```

Atomic partial charges in e from the Mulliken method, atoms 1 to 2:
1 Si 0.468
2 N 0.596



# 2
A single C11H21N3O3 molecule in a non-equilibrium geometry, computed with ωB97M-V with the def2-TZVPD basis set.

The value obtained for the HOMO-LUMO gap is 9.4553 eV. Its maximum force is 1.8 eV/A. Its energy above the lowest of the compared OMol25 structures with the same formula, charge and spin is 17.6 kJ/mol. The calculated total energy is -821.784370 a.u. As for the SMILES: CNC(=O)[C@@H](C)NC(=O)[C@H](NC(C)=O)C(C)C.

Structure (ORCA input):
```
! RIJCOSX wB97M-V def2-TZVPD def2/J DEFGRID3
* xyz 0 1
O -1.542 -3.788 -2.011
O -1.069 0.531 -1.506
O 2.343 -0.640 0.706
N -0.340 -0.956 -0.060
N 1.075 1.046 1.398
N -0.441 -2.010 -2.724
C 0.545 3.897 0.238
C -1.101 -2.685 -1.786
C -1.334 -3.106 0.718
C -1.313 -2.031 -0.402
C 2.551 -0.118 3.003
C 0.481 1.384 0.084
C -0.365 2.682 0.182
C -0.161 -2.326 -4.151
C -1.305 2.668 1.407
C -0.387 0.284 -0.529
C 1.986 0.104 1.607
H -0.189 -1.102 -2.390
H -0.387 -3.690 0.737
H 1.180 3.903 -0.644
H 0.435 -1.183 0.550
H 1.315 1.576 -0.599
H 3.222 0.681 3.312
H -2.195 -3.746 0.501
H 0.811 1.613 2.190
H -0.001 4.897 0.283
H 1.139 3.826 1.148
H -2.033 1.832 1.353
H 1.760 -0.209 3.721
H -0.633 -1.563 -4.786
H -1.521 -2.621 1.694
H 0.903 -2.319 -4.333
H -1.937 3.540 1.351
H 3.122 -1.026 2.952
H -0.779 2.653 2.359
H -0.590 -3.250 -4.442
H -0.955 2.823 -0.701
H -2.292 -1.573 -0.428
*
```

Atomic partial charges in e from the Mulliken method, atoms 1 to 2:
1 O -0.691
2 O -0.707



# 3
A single C11H21P molecule in a non-equilibrium geometry, computed with ωB97M-V with the def2-TZVPD basis set.

The value obtained for the HOMO-LUMO gap is 8.9481 eV. Its maximum force is 5.7 eV/A. Its energy above the lowest of the compared OMol25 structures with the same formula, charge and spin is 36.4 kJ/mol. The calculated total energy is -772.954568 a.u. As for the SMILES: CCC[C@]1(C)P2[C@]1(C)[C@@]2(C)CC.

Structure (ORCA input):
```
! RIJCOSX wB97M-V def2-TZVPD def2/J DEFGRID3
* xyz 0 1
P 1.316 -1.740 1.009
C 1.511 1.358 1.005
C -2.053 0.751 0.571
C -3.476 0.395 0.266
C -1.274 -0.369 1.294
C 0.775 -0.725 -0.470
C -0.389 -1.258 0.294
C 3.167 -0.163 -0.103
C 1.318 2.443 -0.094
C -1.183 -2.339 -0.430
C 0.771 -0.784 -1.996
C 1.747 -0.041 0.472
H -2.034 -1.931 -0.992
H -1.992 1.696 1.212
H 0.535 1.246 1.592
H 0.758 0.280 -2.333
H -0.640 -0.183 2.138
H -1.624 -3.097 0.334
H -2.083 -0.953 1.680
H -3.894 0.055 1.269
H 3.329 -1.177 -0.324
H 0.109 -1.342 -2.545
H 0.885 3.297 0.367
H -0.544 -2.897 -1.043
H 2.286 2.521 -0.680
H -3.911 1.318 0.013
H -3.505 -0.400 -0.579
H 1.833 -1.109 -2.245
H 0.552 2.094 -0.761
H 3.396 0.450 -0.929
H 2.191 1.669 1.825
H -1.670 0.745 -0.498
H 3.791 0.190 0.681
*
```

Atomic partial charges in e from the Mulliken method, atoms 1 to 2:
1 P -0.368
2 C -0.382



# 4
A molecular structure, C11H22AlN4O2SSe in a non-equilibrium geometry, computed with ωB97M-V with the def2-TZVPD basis set.

The value obtained for the HOMO-LUMO gap is 8.6355 eV. Its maximum force is 3.4 eV/A. The calculated total energy is -3842.907082 a.u.

Structure (ORCA input):
```
! RIJCOSX wB97M-V def2-TZVPD def2/J DEFGRID3
* xyz 3 1
Se 0.571 -2.001 -1.071
S -1.675 2.510 1.495
Al -0.394 0.902 0.280
O 0.933 -0.598 0.090
O -0.098 -0.589 1.134
N 0.444 -3.760 1.284
N -1.571 1.378 -1.259
N 0.866 2.258 -0.187
N 2.282 -3.990 0.057
C 1.344 -4.632 1.897
C 2.461 -4.788 1.177
C -0.872 2.598 -1.903
C -3.086 2.624 0.283
C 0.595 2.520 -1.625
C -0.671 3.930 0.929
C 0.748 3.563 0.620
C 1.037 -3.394 0.114
C -2.960 1.616 -0.853
C -0.892 -3.470 1.673
C 3.265 -3.863 -1.013
H -0.520 4.631 1.760
H 1.079 3.465 -1.889
H 3.623 -4.820 -1.262
H -1.586 -3.483 0.864
H -1.604 0.635 -1.972
H 3.296 -5.449 1.326
H -0.939 -2.487 2.229
H -1.385 3.558 -1.674
H 1.194 4.361 -0.020
H -1.296 -4.273 2.313
H -1.190 4.442 0.092
H 1.066 1.694 -2.220
H -3.557 1.991 -1.704
H 1.818 1.894 -0.119
H 2.678 -3.412 -1.851
H -3.171 3.663 0.030
H -1.015 2.525 -2.983
H 4.029 -3.200 -0.621
H -3.368 0.671 -0.572
H 1.400 3.383 1.482
H 1.038 -5.146 2.744
H -3.918 2.546 0.926
*
```

Atomic partial charges in e from the Mulliken method, atoms 1 to 2:
1 Se 0.214
2 S -0.015



# 5
A single C11H22BN molecule in a non-equilibrium geometry, computed with ωB97M-V with the def2-TZVPD basis set.

The value obtained for the HOMO-LUMO gap is 9.2760 eV. Its maximum force is 4.9 eV/A. Its energy above the lowest of the compared OMol25 structures with the same formula, charge and spin is 18.2 kJ/mol. The calculated total energy is -511.871688 a.u. As for the SMILES: CC(C)N(B1CC=C[C@H]1C)C(C)C.

Structure (ORCA input):
```
! RIJCOSX wB97M-V def2-TZVPD def2/J DEFGRID3
* xyz 0 1
N 0.472 0.425 -0.158
C -0.658 -1.668 -1.415
C 0.472 1.182 -2.623
C -0.772 2.180 1.271
C 1.538 1.241 1.944
C 2.292 -0.384 -1.566
C 1.312 0.753 -1.365
C -2.441 -1.910 0.199
C -1.418 -1.053 0.914
C 0.568 1.574 0.813
C -1.996 -2.283 -1.040
C -1.084 -1.647 2.304
B -0.368 -0.680 -0.167
H -2.033 -0.141 1.137
H -0.518 3.243 1.513
H 0.547 0.389 -3.413
H -1.960 -1.903 2.877
H 1.964 1.629 -1.206
H -3.292 -2.068 0.795
H -1.056 1.694 2.174
H 1.964 -1.075 -2.414
H 0.845 1.044 2.890
H 2.065 0.262 1.667
H -0.509 1.395 -2.535
H 3.223 -0.024 -1.961
H -2.600 -2.982 -1.549
H 1.039 2.280 0.228
H 2.438 -0.818 -0.647
H 2.143 1.971 2.364
H 1.026 2.028 -2.945
H -0.709 -0.745 2.888
H -0.582 -2.598 2.424
H 0.185 -2.369 -1.477
H -1.486 2.222 0.461
H -0.609 -1.165 -2.382
*
```

Atomic partial charges in e from the Mulliken method, atoms 1 to 2:
1 N -0.390
2 C -0.336



# 6
A single C11H22BN3O5 molecule in a non-equilibrium geometry, computed with ωB97M-V with the def2-TZVPD basis set.

The value obtained for the HOMO-LUMO gap is 9.1253 eV. Its maximum force is 3.0 eV/A. Its energy above the lowest of the compared OMol25 structures with the same formula, charge and spin is 33.9 kJ/mol. The calculated total energy is -997.790374 a.u. As for the SMILES: C[C@H](N)C(=O)N1C[C@H](CCCB(O)O)[C@](N)(C(=O)O)C1.

Structure (ORCA input):
```
! RIJCOSX wB97M-V def2-TZVPD def2/J DEFGRID3
* xyz 0 1
O 0.417 -0.345 -2.991
O -0.118 3.258 1.232
O 0.619 -2.715 3.069
O 2.613 -4.031 3.122
O -0.043 -2.471 -2.332
N -2.185 4.348 -0.761
N -2.160 -1.556 -0.942
N -0.913 1.444 0.098
C 0.196 4.784 -1.097
C -0.237 -0.841 0.478
C -0.147 -1.267 -2.171
C -0.572 2.786 0.191
C 1.782 -2.354 -0.081
C -0.640 0.487 1.169
C -1.295 0.727 -1.121
C -0.885 3.730 -0.955
C 1.275 -1.044 0.533
C 1.439 -3.560 0.802
C -0.914 -0.786 -0.987
B 1.604 -3.432 2.422
H -0.095 5.528 -1.859
H -1.970 -2.542 -1.083
H -2.376 0.840 -1.242
H 0.933 -0.816 -3.668
H 0.134 0.857 1.803
H 1.722 -0.186 0.039
H -0.941 3.119 -1.861
H 2.696 -3.816 4.065
H 2.870 -2.265 -0.234
H -0.689 -1.754 0.921
H -1.485 0.342 1.841
H 0.472 -3.957 0.561
H -2.112 5.046 -0.043
H 1.140 4.352 -1.412
H 1.618 -0.992 1.567
H -2.618 -1.394 -0.062
H 0.399 5.308 -0.150
H 2.154 -4.369 0.660
H 1.468 -2.540 -1.099
H 0.564 -2.788 4.047
H -0.825 1.184 -1.990
H -2.896 3.681 -0.480
*
```

Atomic partial charges in e from the Mulliken method, atoms 1 to 2:
1 O -0.485
2 O -0.679